{
  "formula": "C19H37AsF7N2O3Si",
  "method": "wB97M-V/def2-TZVPD",
  "total_charge": -1,
  "gap_ev": 9.72,
  "e_homo_ha": -0.284,
  "multiplicity": 1,
  "symbols": ["C", "C", "F", "C", "C", "C", "C", "O", "C", "C", "C", "O", "N", "C", "C", "C", "C", "C", "N", "C", "C", "O", "Si", "C", "C", "C", "H", "H", "H", "H", "H", "H", "H", "H", "H", "H", "H", "H", "H", "H", "H", "H", "H", "H", "H", "H", "H", "H", "H", "H", "H", "H", "H", "H", "H", "H", "H", "H", "H", "H", "H", "H", "H", "F", "As", "F", "F", "F", "F", "F"],
  "positions_angstrom": [[-2.995, 3.534, 0.041], [-3.266, 2.059, 0.323], [-3.764, 1.454, -0.843], [-2.190, 1.156, 0.949], [-2.881, -0.170, 1.323], [-3.028, -1.165, 0.193], [-3.628, -2.493, 0.476], [-4.344, -1.497, -0.217], [-1.713, 1.855, 2.261], [-2.717, 2.559, 3.179], [-0.569, 2.744, 1.810], [-0.127, 3.697, 2.406], [-0.111, 2.265, 0.602], [-0.781, 1.000, 0.233], [-0.591, 0.829, -1.292], [-1.422, 1.635, -2.298], [-2.413, 0.779, -3.086], [-3.386, 1.606, -3.932], [-3.431, 1.113, -5.311], [-0.018, -0.196, 0.881], [1.506, -0.111, 0.866], [2.039, -0.532, -0.380], [2.905, -1.958, -0.449], [3.181, -2.254, -2.274], [1.868, -3.373, 0.230], [4.515, -1.823, 0.469], [-3.544, 3.799, -0.864], [-3.384, 4.156, 0.843], [-1.953, 3.784, -0.137], [-4.100, 2.022, 1.025], [-3.911, 0.032, 1.626], [-2.348, -0.656, 2.138], [-2.278, -1.135, -0.587], [-3.805, -2.625, 1.538], [-3.163, -3.282, -0.101], [-1.218, 1.118, 2.902], [-3.704, 2.099, 3.115], [-2.402, 2.456, 4.216], [-2.787, 3.626, 2.979], [0.083, 2.945, -0.116], [0.464, 1.069, -1.441], [-0.659, -0.227, -1.557], [-1.943, 2.478, -1.844], [-0.733, 2.062, -3.035], [-2.997, 0.190, -2.375], [-1.864, 0.090, -3.733], [-4.370, 1.609, -3.449], [-3.042, 2.644, -3.964], [-3.549, 0.108, -5.325], [-4.192, 1.528, -5.832], [-0.324, -0.361, 1.912], [-0.273, -1.106, 0.336], [1.858, 0.899, 1.083], [1.876, -0.749, 1.679], [3.340, -3.317, -2.463], [2.302, -1.940, -2.843], [4.038, -1.687, -2.638], [2.155, -4.311, -0.249], [2.008, -3.495, 1.306], [0.803, -3.207, 0.049], [4.667, -2.651, 1.160], [4.570, -0.890, 1.033], [5.352, -1.831, -0.232], [6.542, -1.861, 3.017], [8.061, -2.564, 2.528], [7.212, -3.585, 1.396], [7.884, -3.785, 3.755], [9.570, -3.271, 2.035], [8.898, -1.543, 3.657], [8.222, -1.346, 1.295]]
}

{
  "formula": "C19H37AuN7O7S",
  "method": "wB97M-V/def2-TZVPD",
  "total_charge": 3,
  "gap_ev": 5.47,
  "e_homo_ha": -0.654,
  "multiplicity": 1,
  "symbols": ["Au", "C", "O", "C", "C", "O", "C", "C", "O", "C", "H", "H", "H", "H", "H", "H", "H", "H", "H", "H", "H", "H", "H", "H", "C", "C", "C", "C", "N", "C", "N", "N", "N", "H", "H", "H", "H", "H", "H", "H", "H", "H", "H", "C", "C", "S", "O", "O", "C", "C", "N", "C", "N", "C", "C", "N", "O", "O", "C", "H", "H", "H", "H", "H", "H", "H", "H", "H", "H", "H", "H", "H"],
  "positions_angstrom": [[0.375, -1.413, 0.479], [3.602, -1.543, -0.514], [2.647, -2.248, 0.323], [2.808, -3.665, 0.384], [1.476, -4.331, 0.098], [0.358, -3.662, 0.728], [0.143, -3.887, 2.145], [0.878, -2.874, 2.970], [0.437, -1.542, 2.554], [1.151, -0.459, 3.248], [4.580, -2.014, -0.440], [3.670, -0.526, -0.138], [3.280, -1.533, -1.555], [3.194, -3.926, 1.370], [3.524, -4.021, -0.357], [1.513, -5.374, 0.411], [1.259, -4.294, -0.968], [0.436, -4.899, 2.425], [-0.931, -3.782, 2.294], [1.960, -2.939, 2.864], [0.620, -3.009, 4.022], [0.982, -0.572, 4.317], [0.732, 0.488, 2.911], [2.218, -0.511, 3.034], [-1.955, -0.328, -5.533], [-2.149, -1.796, -5.170], [-3.220, -2.006, -4.106], [-0.833, -2.496, -4.808], [-0.279, -1.987, -3.532], [-0.498, -2.390, -2.299], [0.156, -1.538, -1.515], [0.759, -0.612, -2.288], [0.499, -0.883, -3.503], [-2.885, 0.084, -5.922], [-1.180, -0.195, -6.288], [-1.683, 0.278, -4.662], [-2.479, -2.313, -6.075], [-3.003, -1.440, -3.190], [-3.343, -3.062, -3.851], [-4.182, -1.645, -4.466], [-0.076, -2.308, -5.567], [-0.985, -3.569, -4.706], [-1.079, -3.245, -1.986], [1.548, 4.721, 4.688], [0.498, 5.251, 3.722], [0.345, 4.096, 2.366], [1.512, 4.183, 1.516], [-0.006, 2.769, 2.864], [-1.063, 4.666, 1.393], [-1.161, 3.874, 0.080], [-1.208, 2.409, 0.305], [-0.183, 1.569, 0.148], [-0.588, 0.353, 0.570], [-1.899, 0.409, 0.973], [-2.280, 1.685, 0.805], [-3.612, 2.192, 1.087], [-3.790, 3.382, 0.964], [-4.417, 1.353, 1.409], [1.175, 1.863, -0.368], [1.705, 5.461, 5.469], [2.508, 4.572, 4.196], [1.226, 3.799, 5.168], [0.794, 6.181, 3.236], [-0.499, 5.322, 4.158], [-0.912, 5.722, 1.170], [-1.946, 4.527, 2.015], [-0.316, 4.092, -0.563], [-2.069, 4.173, -0.431], [-2.464, -0.414, 1.377], [1.325, 2.911, -0.586], [1.370, 1.274, -1.263], [1.910, 1.595, 0.394]]
}

{
  "formula": "C19H37O14S4",
  "method": "wB97M-V/def2-TZVPD",
  "total_charge": -1,
  "gap_ev": 6.53,
  "e_homo_ha": -0.159,
  "multiplicity": 1,
  "symbols": ["O", "C", "O", "C", "C", "C", "C", "C", "C", "H", "H", "H", "H", "H", "O", "S", "O", "O", "C", "C", "C", "H", "H", "H", "H", "H", "H", "H", "H", "O", "S", "O", "O", "C", "C", "C", "H", "H", "H", "H", "H", "H", "H", "H", "O", "S", "O", "O", "C", "C", "C", "H", "H", "H", "H", "H", "H", "H", "H", "O", "S", "O", "O", "C", "C", "C", "H", "H", "H", "H", "H", "H", "H", "H"],
  "positions_angstrom": [[-1.509, -2.387, -0.079], [-1.860, -1.746, -1.124], [-2.314, -2.345, -2.122], [-1.732, -0.229, -1.042], [-1.935, 0.369, 0.179], [-1.790, 1.726, 0.284], [-1.467, 2.507, -0.800], [-1.270, 1.895, -2.005], [-1.414, 0.532, -2.133], [-2.179, -0.223, 1.051], [-1.944, 2.195, 1.254], [-1.373, 3.581, -0.689], [-0.991, 2.446, -2.899], [-1.276, 0.051, -3.095], [3.412, -0.099, -3.300], [3.936, -1.403, -3.034], [3.730, -2.483, -3.950], [3.508, -1.853, -1.579], [2.095, -1.851, -1.229], [1.340, -3.009, -1.840], [5.665, -1.272, -2.709], [1.643, -0.897, -1.505], [2.058, -1.923, -0.144], [1.300, -2.925, -2.926], [0.315, -3.035, -1.462], [1.833, -3.957, -1.609], [5.829, -0.473, -1.990], [6.158, -1.041, -3.651], [6.022, -2.224, -2.324], [-4.263, 3.789, -4.238], [-5.168, 2.883, -3.597], [-4.706, 1.877, -2.702], [-6.091, 2.203, -4.706], [-5.434, 1.523, -5.793], [-4.863, 0.182, -5.370], [-6.434, 3.811, -2.794], [-4.662, 2.164, -6.224], [-6.195, 1.373, -6.558], [-4.049, 0.303, -4.655], [-4.474, -0.355, -6.236], [-5.628, -0.426, -4.886], [-6.818, 4.558, -3.483], [-5.982, 4.290, -1.928], [-7.219, 3.130, -2.478], [1.334, -4.130, 4.160], [1.692, -5.179, 3.255], [1.750, -6.540, 3.703], [3.089, -4.805, 2.571], [4.198, -4.497, 3.427], [4.796, -5.736, 4.066], [0.703, -5.088, 1.806], [3.898, -3.767, 4.181], [4.943, -4.018, 2.792], [4.096, -6.197, 4.762], [5.703, -5.480, 4.617], [5.037, -6.481, 3.307], [0.691, -4.061, 1.445], [-0.304, -5.404, 2.071], [1.117, -5.758, 1.058], [1.875, 3.302, 2.845], [0.698, 3.487, 3.634], [-0.468, 4.116, 3.098], [1.105, 4.232, 4.992], [1.812, 5.478, 4.886], [0.905, 6.623, 4.477], [0.230, 1.948, 4.347], [2.654, 5.374, 4.199], [2.224, 5.674, 5.875], [0.534, 6.488, 3.461], [1.447, 7.569, 4.517], [0.038, 6.679, 5.135], [1.106, 1.482, 4.790], [-0.166, 1.327, 3.545], [-0.538, 2.127, 5.095]]
}